Molecular formula: C80H213N15O25
Method: DFT, the ωB97M-V functional and the def2-TZVPD basis

Geometry (Å):
C (2.359, -5.616, 3.370)
C (3.879, -5.389, 3.196)
C (4.115, -4.370, 2.039)
O (3.628, -4.948, 0.877)
C (3.457, -3.962, -0.115)
N (4.466, -4.825, 4.421)
H (1.949, -5.708, 2.362)
H (2.079, -4.728, 3.909)
H (2.097, -6.486, 3.986)
H (4.393, -6.322, 2.863)
H (5.184, -4.055, 1.984)
H (3.526, -3.476, 2.328)
H (4.420, -3.678, -0.569)
H (2.934, -3.046, 0.242)
H (2.833, -4.434, -0.893)
H (4.216, -5.418, 5.206)
H (5.456, -4.750, 4.376)
C (6.089, -4.480, -5.012)
C (4.818, -4.834, -4.326)
C (5.035, -5.748, -3.135)
O (3.774, -6.096, -2.654)
C (3.907, -7.214, -1.771)
N (4.120, -3.636, -3.894)
H (6.692, -5.343, -5.329)
H (6.683, -3.885, -4.306)
H (5.880, -3.871, -5.905)
H (4.120, -5.379, -4.976)
H (5.574, -5.250, -2.328)
H (5.650, -6.614, -3.466)
H (4.209, -8.114, -2.296)
H (2.952, -7.427, -1.298)
H (4.657, -7.002, -0.992)
H (3.141, -3.845, -3.833)
H (4.541, -3.219, -3.043)
C (0.037, -3.769, 0.441)
C (-1.392, -4.034, 0.785)
C (-1.678, -3.413, 2.104)
O (-3.069, -3.540, 2.369)
C (-3.333, -2.873, 3.552)
N (-2.294, -3.430, -0.255)
H (0.724, -4.034, 1.264)
H (0.169, -2.705, 0.228)
H (0.411, -4.274, -0.469)
H (-1.567, -5.104, 0.747)
H (-1.381, -2.370, 2.008)
H (-1.098, -3.836, 2.937)
H (-2.947, -1.859, 3.448)
H (-2.842, -3.429, 4.377)
H (-4.420, -2.896, 3.702)
H (-2.339, -2.407, -0.167)
H (-3.258, -3.742, -0.077)
C (-5.431, -1.627, -1.260)
C (-5.624, -3.089, -0.844)
C (-7.136, -3.259, -0.502)
O (-7.846, -2.751, -1.600)
C (-9.229, -2.836, -1.361)
N (-5.230, -4.153, -1.769)
H (-5.510, -0.939, -0.404)
H (-6.179, -1.227, -1.939)
H (-4.473, -1.341, -1.712)
H (-5.076, -3.237, 0.115)
H (-7.323, -2.634, 0.402)
H (-7.371, -4.285, -0.259)
H (-9.669, -2.325, -2.207)
H (-9.518, -2.380, -0.409)
H (-9.558, -3.867, -1.366)
H (-5.624, -3.905, -2.670)
H (-4.224, -4.136, -1.990)
C (-5.404, -2.418, -6.440)
C (-4.069, -2.130, -5.694)
C (-3.847, -0.654, -5.330)
O (-3.489, 0.237, -6.337)
C (-2.021, 0.186, -6.516)
N (-4.044, -2.839, -4.412)
H (-6.280, -2.179, -5.853)
H (-5.350, -3.445, -6.819)
H (-5.445, -1.794, -7.333)
H (-3.271, -2.456, -6.396)
H (-3.124, -0.530, -4.521)
H (-4.770, -0.219, -4.964)
H (-1.661, -0.836, -6.461)
H (-1.625, 0.817, -5.691)
H (-1.780, 0.631, -7.474)
H (-3.144, -2.718, -3.928)
H (-4.102, -3.854, -4.530)
C (-4.230, 3.139, 4.444)
C (-3.513, 4.027, 5.404)
C (-3.752, 5.517, 5.184)
O (-2.889, 6.029, 4.169)
C (-3.062, 7.409, 3.989)
N (-3.954, 3.661, 6.753)
H (-3.926, 2.090, 4.442)
H (-4.076, 3.494, 3.420)
H (-5.298, 3.243, 4.678)
H (-2.470, 3.827, 5.246)
H (-3.654, 6.080, 6.154)
H (-4.827, 5.645, 4.969)
H (-4.047, 7.727, 3.609)
H (-2.303, 7.760, 3.279)
H (-2.913, 7.859, 4.964)
H (-3.611, 4.267, 7.486)
H (-3.716, 2.699, 6.975)
C (-3.918, 6.722, 0.246)
C (-4.378, 5.437, 0.946)
C (-5.880, 5.387, 0.968)
O (-6.431, 6.390, 1.796)
C (-7.825, 6.430, 1.665)
N (-3.941, 4.274, 0.203)
H (-2.827, 6.730, 0.076)
H (-4.116, 7.559, 0.953)
H (-4.485, 6.833, -0.654)
H (-4.014, 5.493, 1.986)
H (-6.269, 4.361, 1.251)
H (-6.262, 5.523, -0.046)
H (-8.219, 5.462, 2.029)
H (-8.146, 6.478, 0.629)
H (-8.203, 7.297, 2.214)
H (-2.922, 4.269, 0.095)
H (-4.290, 3.401, 0.585)
C (2.071, -1.149, -6.778)
C (3.002, -1.993, -7.648)
C (3.272, -1.226, -8.954)
O (3.893, -0.067, -8.556)
C (4.153, 0.605, -9.727)
N (4.257, -2.316, -7.032)
H (2.624, -0.305, -6.379)
H (1.690, -1.810, -5.945)
H (1.139, -0.775, -7.267)
H (2.528, -2.965, -7.881)
H (2.292, -0.958, -9.460)
H (3.959, -1.820, -9.603)
H (4.750, 1.473, -9.547)
H (3.321, 0.955, -10.309)
H (4.729, -0.018, -10.437)
H (4.859, -1.517, -6.933)
H (4.125, -2.762, -6.127)
C (0.967, -1.887, 5.037)
C (1.309, -2.290, 6.463)
C (0.606, -3.549, 6.885)
O (-0.800, -3.342, 6.726)
C (-1.429, -4.553, 6.999)
N (2.719, -2.415, 6.624)
H (1.051, -2.695, 4.301)
H (1.504, -1.046, 4.663)
H (-0.099, -1.696, 5.060)
H (0.938, -1.461, 7.084)
H (0.822, -3.861, 7.905)
H (0.915, -4.379, 6.235)
H (-1.074, -5.305, 6.286)
H (-2.490, -4.437, 6.805)
H (-1.263, -4.880, 8.023)
H (2.945, -2.797, 7.536)
H (3.063, -3.065, 5.957)
C (0.231, 4.109, -2.332)
C (0.573, 3.699, -0.958)
O (-0.188, 4.493, -0.036)
H (0.498, 5.157, -2.470)
H (-0.856, 4.027, -2.523)
H (0.813, 3.515, -3.058)
H (1.663, 3.773, -0.891)
H (0.367, 2.620, -0.786)
H (0.404, 4.619, 0.714)
C (8.232, -1.157, -1.090)
C (6.928, -1.867, -0.697)
O (6.226, -2.268, -1.897)
H (8.684, -0.773, -0.166)
H (8.072, -0.285, -1.717)
H (8.865, -1.843, -1.644)
H (6.305, -1.117, -0.146)
H (7.028, -2.765, -0.110)
H (5.918, -1.397, -2.224)
C (-4.106, 2.323, -3.411)
C (-5.387, 3.082, -3.169)
O (-5.729, 3.170, -1.805)
H (-3.312, 2.721, -2.763)
H (-3.810, 2.546, -4.438)
H (-4.301, 1.260, -3.168)
H (-6.279, 2.711, -3.664)
H (-5.290, 4.080, -3.607)
H (-5.012, 3.690, -1.380)
C (-7.160, 0.654, 2.084)
C (-6.810, 1.257, 0.701)
O (-5.407, 1.413, 0.490)
H (-6.755, 1.245, 2.903)
H (-6.772, -0.397, 2.163)
H (-8.227, 0.662, 2.211)
H (-7.296, 2.217, 0.561)
H (-7.306, 0.651, -0.056)
H (-5.304, 1.757, -0.421)
C (7.451, 2.214, -0.253)
O (6.582, 2.034, -1.375)
C (5.220, 1.751, -1.184)
C (4.676, 1.507, -2.541)
N (5.336, 0.345, -3.137)
C (4.886, -0.041, -4.447)
C (5.476, 0.759, -5.589)
O (6.879, 0.517, -5.773)
C (7.377, -0.747, -6.102)
H (7.516, 1.203, 0.238)
H (7.071, 2.960, 0.426)
H (8.449, 2.431, -0.668)
H (4.638, 2.546, -0.708)
H (5.083, 0.844, -0.565)
H (4.827, 2.432, -3.092)
H (3.573, 1.351, -2.535)
H (6.353, 0.510, -3.207)
H (3.810, 0.129, -4.515)
H (5.067, -1.133, -4.550)
H (5.293, 1.831, -5.415)
H (4.966, 0.483, -6.513)
H (6.979, -1.549, -5.470)
H (8.456, -0.718, -5.978)
H (7.158, -1.015, -7.160)
C (2.813, 1.445, 2.537)
O (4.180, 1.510, 2.128)
C (5.024, 0.402, 2.320)
C (5.304, 0.179, 3.828)
N (5.723, 1.470, 4.443)
C (5.916, 1.504, 5.864)
C (4.794, 1.078, 6.798)
O (3.699, 2.031, 6.628)
C (2.535, 1.582, 7.286)
H (2.340, 0.599, 2.031)
H (2.433, 2.394, 2.173)
H (2.662, 1.361, 3.610)
H (5.982, 0.624, 1.884)
H (4.588, -0.514, 1.827)
H (6.119, -0.541, 3.953)
H (4.486, -0.311, 4.322)
H (5.005, 2.169, 4.168)
H (6.315, 2.475, 6.156)
H (6.786, 0.807, 6.003)
H (5.098, 1.032, 7.836)
H (4.437, 0.091, 6.553)
H (2.648, 1.728, 8.359)
H (2.444, 0.517, 7.103)
H (1.639, 2.084, 6.862)
C (-0.754, 1.547, 2.523)
O (-1.404, 0.293, 2.378)
C (-2.532, 0.323, 1.610)
C (-2.265, 0.720, 0.139)
N (-1.378, -0.220, -0.551)
C (-1.293, 0.155, -1.952)
C (-0.247, -0.663, -2.591)
O (0.995, -0.482, -2.029)
C (1.907, -1.497, -2.467)
H (-0.218, 1.395, 3.449)
H (-1.558, 2.321, 2.666)
H (-0.125, 1.873, 1.681)
H (-3.259, 1.101, 1.928)
H (-3.071, -0.621, 1.755)
H (-1.873, 1.807, 0.068)
H (-3.229, 0.782, -0.327)
H (-0.485, -0.128, -0.132)
H (-1.040, 1.217, -2.050)
H (-2.269, 0.018, -2.459)
H (-0.296, -0.507, -3.683)
H (-0.515, -1.721, -2.391)
H (2.896, -1.258, -1.957)
H (2.102, -1.365, -3.536)
H (1.532, -2.493, -2.261)
C (-0.084, 1.785, -9.490)
O (0.100, 0.371, -9.503)
C (-0.678, -0.268, -10.529)
C (-0.407, -1.766, -10.530)
N (-0.931, -2.321, -9.260)
C (-0.635, -3.767, -9.277)
C (-0.948, -4.408, -7.960)
O (-0.009, -3.877, -6.977)
C (-0.339, -4.373, -5.714)
H (0.421, 2.137, -8.601)
H (-1.130, 1.942, -9.440)
H (0.327, 2.268, -10.364)
H (-0.498, 0.128, -11.522)
H (-1.739, -0.160, -10.281)
H (0.645, -1.972, -10.704)
H (-1.014, -2.171, -11.328)
H (-0.423, -1.910, -8.527)
H (0.467, -3.936, -9.408)
H (-1.188, -4.333, -10.046)
H (-0.786, -5.489, -8.098)
H (-1.987, -4.155, -7.668)
H (-0.367, -5.466, -5.738)
H (-1.340, -4.009, -5.394)
H (0.402, -4.088, -4.959)
C (-8.711, 0.057, 10.360)
O (-7.636, 0.463, 9.527)
C (-7.989, 0.939, 8.183)
C (-6.807, 1.617, 7.550)
N (-5.763, 0.689, 7.189)
C (-4.839, 0.549, 8.294)
C (-3.607, -0.191, 7.821)
O (-3.137, 0.541, 6.661)
C (-1.914, 0.065, 6.151)
H (-8.334, 0.107, 11.381)
H (-8.975, -0.981, 10.093)
H (-9.574, 0.700, 10.190)
H (-8.751, 1.707, 8.328)
H (-8.470, 0.193, 7.540)
H (-6.429, 2.303, 8.313)
H (-7.152, 2.283, 6.743)
H (-5.314, 1.075, 6.386)
H (-5.457, -0.012, 9.030)
H (-4.563, 1.549, 8.793)
H (-3.768, -1.224, 7.503)
H (-2.794, -0.129, 8.574)
H (-1.706, 0.632, 5.255)
H (-1.935, -1.017, 5.902)
H (-1.092, 0.168, 6.880)
C (0.147, 4.923, 3.891)
O (1.039, 4.886, 2.813)
C (2.358, 5.180, 3.265)
C (3.290, 5.349, 2.075)
N (4.616, 5.687, 2.600)
C (5.292, 4.507, 3.086)
C (6.756, 4.825, 3.444)
O (7.489, 5.057, 2.263)
C (8.819, 5.485, 2.570)
H (0.112, 5.869, 4.432)
H (0.455, 4.165, 4.618)
H (-0.830, 4.600, 3.512)
H (2.737, 4.374, 3.913)
H (2.341, 6.054, 3.927)
H (2.917, 6.141, 1.438)
H (3.323, 4.416, 1.436)
H (5.169, 6.108, 1.889)
H (5.187, 3.714, 2.322)
H (4.826, 4.147, 3.998)
H (7.178, 3.978, 4.013)
H (6.803, 5.747, 4.071)
H (9.320, 4.830, 3.272)
H (8.814, 6.524, 2.968)
H (9.401, 5.502, 1.641)

Maximum force in eV/A: 2.9
LUMO energy in eV: 0.6